{"formula": "C9H23N3P", "method": "the ωB97M-V functional and the def2-TZVPD basis", "elements": ["C", "C", "C", "C", "C", "C", "C", "C", "C", "N", "N", "N", "P", "H", "H", "H", "H", "H", "H", "H", "H", "H", "H", "H", "H", "H", "H", "H", "H", "H", "H", "H", "H", "H", "H", "H"], "positions_angstrom": [[0.84, 0.23, -2.52], [-0.13, -0.44, -1.89], [-1.22, -1.40, -2.25], [2.60, 0.82, 0.78], [2.56, -1.29, -0.02], [-0.54, -2.01, 1.78], [-2.54, -0.98, 0.73], [-0.85, 2.03, 1.62], [-0.85, 2.59, -0.71], [1.87, -0.41, 0.86], [-1.09, -0.89, 0.99], [-0.77, 1.48, 0.25], [-0.17, -0.01, 0.01], [1.60, 0.93, -2.07], [0.93, 0.10, -3.57], [-2.18, -0.70, -2.26], [-1.26, -2.13, -1.31], [-0.92, -1.85, -3.23], [3.45, 0.55, 1.39], [2.80, 1.18, -0.19], [2.14, 1.58, 1.20], [2.08, -2.35, -0.24], [2.69, -0.92, -0.95], [3.65, -1.51, 0.51], [0.48, -1.91, 1.72], [-0.85, -2.09, 2.74], [-0.58, -3.03, 1.25], [-2.98, -1.10, 1.63], [-2.75, -0.03, 0.47], [-2.94, -1.63, 0.04], [0.01, 1.53, 2.09], [-0.69, 3.09, 1.64], [-1.75, 1.68, 2.29], [-1.92, 3.10, -0.48], [-0.05, 3.46, -0.62], [-0.69, 2.33, -1.66]], "nbo_charge": [-0.37, -0.26, -0.67, -0.43, -0.45, -0.40, -0.39, -0.42, -0.40, -0.52, -0.82, -0.82, 1.95, 0.22, 0.22, 0.25, 0.24, 0.26, 0.23, 0.17, 0.19, 0.21, 0.18, 0.23, 0.24, 0.21, 0.19, 0.22, 0.20, 0.21, 0.21, 0.23, 0.23, 0.22, 0.21, 0.21], "charge": 1, "lumo_energy_ev": -3.336, "e_homo_ev": -12.3370, "gap_ev": 9.00, "relative_energy_ev": 3.785, "energy_ev": -23453.579, "largest_force_ha_per_bohr": 0.10902}